Here is a cluster of 4 separate species, C3H14O4 in total from OMol25. Energies are from ωB97M-V with the def2-TZVPD basis set.

## Properties
Energy above the lowest of the compared OMol25 structures with the same formula, charge and spin   32.0 kcal/mol
Maximum force   2.978 eV/Å
HOMO   -10.0 eV
Kohn-Sham gap   10.2 eV
SMILES   CCCO.O.O.O

```
! wB97M-V def2-TZVPD RIJCOSX def2/J DEFGRID3
* xyz 0 1
C -1.651 -2.065 -1.768
C -1.991 -0.817 -0.941
C -1.244 -0.631 0.345
O -1.191 0.649 0.912
H -0.687 -1.922 -2.254
H -2.458 -2.322 -2.448
H -1.603 -2.959 -1.136
H -1.704 0.026 -1.577
H -3.069 -0.892 -0.778
H -1.528 -1.374 1.099
H -0.199 -0.922 0.095
H -0.863 0.673 1.811
O 2.875 0.718 -0.467
H 1.931 0.779 -0.290
H 3.027 -0.211 -0.264
O 1.322 3.307 -0.443
H 1.557 2.374 -0.467
H 2.004 3.655 0.139
O 1.727 0.561 2.444
H 2.026 -0.045 3.123
H 1.719 1.418 2.867
*
```

Here is what natural (NBO) gives for the atomic charges, in e: -0.6000 -0.4218 -0.0412 -0.7310 0.2046 0.2168 0.1976 0.2103 0.1989 0.1537 0.1265 0.4844 -0.9296 0.4568 0.4739 -0.9223 0.4581 0.4630 -0.9459 0.4725 0.4748


Here is a structure of composition C6H10N2 from OMol25. Energies are from ωB97M-V with the def2-TZVPD basis set.

## Properties
Energy above the lowest of the compared OMol25 structures with the same formula, charge and spin   149.0 kcal/mol
Maximum force   2.527 eV/Å
HOMO (alpha / beta)   -7.5 / -7.6 eV
Kohn-Sham gap (alpha / beta)   7.7 / 8.2 eV

```
! wB97M-V def2-TZVPD RIJCOSX def2/J DEFGRID3
* xyz 0 1
C 0.676 -1.617 -0.782
C -2.730 -0.894 0.327
C -0.225 -1.020 0.803
C 0.610 -0.261 -0.128
C 1.936 -0.041 0.570
C 0.066 0.996 -0.744
N -0.024 -2.229 0.147
N -2.973 0.279 0.304
H 1.128 -2.061 -1.612
H -3.053 -1.810 -0.171
H -0.102 -0.997 1.823
H 2.688 0.395 -0.091
H 2.440 -0.939 1.029
H 1.881 0.572 1.501
H 0.451 1.042 -1.781
H 0.536 1.834 -0.179
H -1.013 1.171 -0.653
H -3.449 0.774 -0.409
*
```

Here is what natural (NBO) gives for the atomic charges, in e: 0.0797 0.1767 0.0607 -0.2145 -0.6043 -0.6054 -0.4222 -0.6692 0.1849 0.1663 0.1731 0.2124 0.2224 0.2135 0.2128 0.2138 0.2343 0.3651


Here is the molecule C7H9NO from OMol25. Energies are from ωB97M-V with the def2-TZVPD basis set.

## Properties
Energy above the lowest of the compared OMol25 structures with the same formula, charge and spin   143.6 kcal/mol
Maximum force   4.587 eV/Å
HOMO (alpha / beta)   -7.9 / -7.7 eV
Kohn-Sham gap (alpha / beta)   8.2 / 8.0 eV

```
! wB97M-V def2-TZVPD RIJCOSX def2/J DEFGRID3
* xyz 0 1
C -2.381 -0.296 -0.048
C 1.018 -1.692 0.697
C 0.482 -1.871 -0.741
C 0.791 1.495 -0.674
C 0.568 1.663 0.774
C -0.040 -0.869 0.158
C -0.203 0.670 0.069
N -1.602 0.808 0.072
O -3.532 -0.537 -0.036
H 0.633 -2.619 1.329
H 2.107 -1.344 0.864
H 1.135 -1.494 -1.678
H -0.261 -2.620 -1.030
H 0.479 2.207 -1.438
H 1.692 0.914 -0.942
H 1.190 1.330 1.612
H -0.089 2.454 1.178
H -1.989 1.801 -0.167
*
```

Here is what natural (NBO) gives for the atomic charges, in e: 0.7282 -0.4853 -0.4718 -0.4276 -0.4289 0.0054 0.0497 -0.6330 -0.5220 0.2366 0.2327 0.2002 0.2346 0.2278 0.2237 0.2281 0.2169 0.3849


Here is a cluster of 13 separate species, C49H104O13 in total from OMol25. Energies are from ωB97M-V with the def2-TZVPD basis set.

## Properties
Maximum force   2.923 eV/Å
HOMO (alpha / beta)   -10.9 / -10.9 eV
Kohn-Sham gap (alpha / beta)   8.5 / 2.4 eV

```
! wB97M-V def2-TZVPD RIJCOSX def2/J DEFGRID3
* xyz 1 2
C -3.948 -1.543 2.201
C -3.063 -2.791 1.962
C -3.797 -3.651 0.910
O -5.153 -3.183 0.993
C -5.131 -1.834 1.262
H -3.393 -0.663 1.876
H -4.272 -1.509 3.241
H -3.035 -3.343 2.902
H -2.046 -2.636 1.601
H -3.813 -4.720 1.121
H -3.461 -3.488 -0.114
H -6.070 -1.529 1.724
H -5.083 -1.172 0.397
C 1.111 2.333 -4.281
C 1.134 0.880 -4.658
C 1.637 0.953 -6.099
O 0.914 2.101 -6.636
C 0.771 3.099 -5.581
H 1.988 2.770 -3.803
H 0.285 2.473 -3.583
H 0.140 0.432 -4.642
H 1.812 0.297 -4.036
H 1.434 0.037 -6.653
H 2.712 1.099 -6.212
H -0.222 3.550 -5.584
H 1.432 3.948 -5.754
C -1.260 2.713 5.235
C -0.794 4.064 4.767
C 0.215 3.764 3.707
O 0.350 2.349 3.570
C -0.897 1.764 4.060
H -2.317 2.802 5.483
H -0.680 2.438 6.116
H -0.334 4.625 5.581
H -1.619 4.652 4.366
H 1.195 4.239 3.764
H -0.220 4.173 2.795
H -0.631 0.744 4.336
H -1.638 1.661 3.267
C -5.598 2.487 -1.891
C -4.722 2.938 -3.078
C -3.704 1.845 -3.215
O -4.163 0.733 -2.505
C -4.966 1.120 -1.408
H -6.616 2.315 -2.242
H -5.616 3.311 -1.177
H -4.131 3.852 -3.025
H -5.275 2.913 -4.017
H -2.755 2.088 -2.737
H -3.445 1.562 -4.235
H -4.336 1.241 -0.527
H -5.664 0.300 -1.241
C 1.456 3.248 0.347
C 1.923 4.566 0.889
C 3.152 4.880 -0.040
O 2.924 4.244 -1.282
C 1.757 3.400 -1.134
H 0.411 3.026 0.564
H 2.010 2.375 0.692
H 2.271 4.534 1.921
H 1.213 5.390 0.827
H 4.004 4.355 0.392
H 3.429 5.932 -0.105
H 1.965 2.392 -1.494
H 0.940 3.927 -1.626
C -0.633 -1.545 6.443
C -2.080 -1.416 7.017
C -2.976 -1.920 5.869
O -2.140 -2.811 5.140
C -0.766 -2.244 5.066
H -0.043 -2.140 7.140
H -0.027 -0.646 6.321
H -2.405 -0.429 7.348
H -2.146 -2.049 7.901
H -3.260 -1.033 5.302
H -3.922 -2.341 6.210
H -0.691 -1.594 4.195
H -0.163 -3.145 4.944
C 4.783 1.033 -1.276
C 3.829 0.131 -0.599
C 4.597 -1.066 -0.033
O 5.913 -0.807 -0.524
C 6.097 0.610 -0.731
H 4.638 2.108 -1.171
H 4.808 0.905 -2.358
H 3.104 -0.281 -1.301
H 3.238 0.622 0.174
H 4.321 -2.001 -0.520
H 4.736 -1.208 1.038
H 6.943 0.783 -1.396
H 6.362 1.151 0.177
C 2.018 -4.020 -3.995
C 2.456 -3.041 -2.933
C 3.534 -2.213 -3.527
O 3.219 -2.345 -4.917
C 2.054 -3.162 -5.224
H 1.049 -4.515 -3.948
H 2.762 -4.811 -4.091
H 2.826 -3.500 -2.016
H 1.530 -2.530 -2.666
H 4.536 -2.581 -3.306
H 3.436 -1.180 -3.195
H 2.204 -3.665 -6.179
H 1.233 -2.453 -5.331
C 2.916 -1.832 3.789
C 4.366 -2.358 3.740
C 5.325 -1.142 3.744
O 4.470 -0.031 3.844
C 3.146 -0.425 4.356
H 2.315 -2.465 4.442
H 2.568 -1.772 2.757
H 4.561 -3.043 2.915
H 4.678 -3.019 4.548
H 6.023 -0.979 2.923
H 5.914 -1.161 4.661
H 2.410 0.308 4.025
H 3.042 -0.367 5.440
C 1.747 -4.596 1.785
C 0.231 -4.481 1.745
C 0.007 -5.223 0.408
O 0.865 -6.345 0.453
C 1.942 -6.063 1.348
H 2.137 -4.321 2.766
H 2.195 -3.908 1.068
H -0.157 -3.463 1.716
H -0.212 -5.093 2.531
H 0.244 -4.543 -0.410
H -1.039 -5.470 0.225
H 2.907 -6.383 0.957
H 1.774 -6.747 2.180
C 0.389 -0.559 1.120
C -0.532 -0.763 -0.077
C -0.400 0.353 -1.078
O -0.251 -1.921 -0.799
H 0.262 -1.362 1.846
H 0.178 0.392 1.609
H 1.405 -0.484 0.731
H -1.540 -0.761 0.338
H -0.925 0.085 -1.995
H 0.624 0.499 -1.422
H -0.853 1.252 -0.659
H -1.065 -2.068 -1.286
C -4.660 -2.572 -3.687
C -3.275 -2.627 -3.061
C -2.175 -2.170 -3.970
O -3.166 -1.777 -1.942
H -5.503 -2.865 -3.061
H -4.697 -3.140 -4.616
H -4.841 -1.523 -3.917
H -3.068 -3.655 -2.762
H -2.251 -1.185 -4.431
H -2.090 -2.929 -4.747
H -1.237 -2.211 -3.416
H -3.536 -0.919 -2.161
C -1.301 5.890 -3.115
C -1.478 6.054 -1.583
C -1.915 4.847 -0.820
O -0.242 6.433 -1.014
H -2.260 5.587 -3.534
H -0.579 5.125 -3.403
H -0.999 6.832 -3.574
H -2.120 6.910 -1.375
H -2.838 4.424 -1.219
H -2.086 5.141 0.216
H -1.213 4.015 -0.778
H 0.173 7.055 -1.616
*
```

These are the Löwdin partial charges, in e, on atoms 1 to 99: -0.1153 -0.1474 -0.1669 -0.1105 -0.2351 0.0944 0.0968 0.0963 0.0681 0.1168 0.0927 0.1252 0.0891 -0.1825 -0.1699 -0.1748 -0.1432 -0.1645 0.1069 0.0868 0.1078 0.0973 0.1130 0.1220 0.1035 0.1120 -0.1518 -0.1794 -0.2215 -0.1578 -0.1610 0.1126 0.1135 0.1178 0.1158 0.1174 0.1034 0.0858 0.1116 -0.1047 -0.1511 -0.2199 -0.1992 -0.1550 0.1079 0.1058 0.0923 0.1155 0.1068 0.1307 0.1143 0.1162 -0.1793 -0.1554 -0.1847 -0.1351 -0.2034 0.0926 0.1001 0.0952 0.1012 0.1071 0.1189 0.0897 0.0985 -0.1427 -0.1369 -0.2147 -0.1779 -0.1474 0.1038 0.0914 0.1065 0.1055 0.0992 0.1262 0.0895 0.1029 -0.1762 -0.1744 -0.1606 -0.1463 -0.1828 0.1137 0.1194 0.0840 0.0902 0.1027 0.0958 0.1274 0.1209 -0.1783 -0.2022 -0.1905 -0.1515 -0.1672 0.1103 0.1185 0.0981